(1)
C15H14N3O4Ti as an isolated structure at a distorted geometry, computed with ωB97M-V/def2-TZVPD.

Atoms and positions in Å:
Ti  0.05960  -0.92219  0.53830
O  -0.50864  -0.00687  3.91692
C  -0.37417  0.10139  2.73155
O  -1.23154  -0.28540  1.79321
C  1.01779  0.68996  2.10715
O  1.92581  0.97051  2.82962
O  1.00428  0.73265  0.77420
N  0.95575  -2.49995  1.61412
C  1.30709  -2.91028  2.64291
N  1.68516  -3.20421  3.83367
C  1.29492  -4.47630  4.47960
C  1.21645  -4.24731  5.98696
C  0.65491  -2.86248  6.27424
C  1.61760  -1.76346  5.81109
C  2.45940  -2.22093  4.62543
H  2.02235  -5.24486  4.21024
H  0.31651  -4.75124  4.08211
H  2.20465  -4.36078  6.43958
H  0.59477  -5.03440  6.41460
H  0.43552  -2.74462  7.33451
H  -0.29987  -2.75055  5.75345
H  2.30348  -1.49169  6.61735
H  1.06246  -0.86437  5.54054
H  3.37625  -2.73350  4.92341
H  2.72894  -1.40380  3.95555
N  -1.22404  -5.85473  -4.97503
C  -1.03099  -5.03658  -4.19255
C  -0.78815  -4.00309  -3.21143
C  -1.76660  -3.69393  -2.27495
C  -1.50842  -2.69426  -1.34352
C  -0.28951  -2.01101  -1.29640
C  0.66979  -2.35704  -2.25455
C  0.43088  -3.33033  -3.21541
H  -2.71376  -4.21550  -2.28064
H  -2.31230  -2.46844  -0.64351
H  1.64439  -1.87607  -2.27606
H  1.18045  -3.57882  -3.95426

Atoms 1-3, force components in eV/Å:
Ti -0.317 -1.101 -1.706
O -0.012 0.075 0.018
C 0.089 0.246 -0.097

frontier orbital gap (alpha / beta)	8.0977 / 9.0584	eV
LUMO level (alpha / beta)	-0.61 / -0.53	eV
E_HOMO (alpha / beta)	-8.704 / -9.590	eV
spin multiplicity	2
M	348.16	g/mol
DFT total energy	-51558.1434	eV

Atomic partial charges in e from the Mulliken method, atoms 1 to 2: number 1, Ti, carries 0.7510; number 2, O, carries -0.5175


(2)
C2H5NOS as an isolated structure at a distorted geometry, computed with ωB97M-V/def2-TZVPD.

Atoms and positions in Å:
C  -2.07045  -0.58347  -0.03176
C  1.41487  0.00971  0.40531
N  0.35932  0.39910  -0.50201
O  -3.15348  -0.77608  0.39799
S  -0.87566  1.34742  0.09664
H  -1.23283  -1.04167  -0.57934
H  0.86625  -0.37233  1.25028
H  2.01873  -0.67823  -0.31694
H  1.99661  0.86582  0.67130
H  0.67664  0.82973  -1.39148

Atoms 1-3, force components in eV/Å:
C -1.452 3.149 1.499
C 0.425 -0.731 -2.689
N -0.050 0.984 -2.111

frontier orbital gap	9.1814	eV
LUMO level	0.62	eV
E_HOMO	-8.563	eV
M	91.13	g/mol
DFT total energy	-16525.5975	eV

Atomic partial charges in e from the Mulliken method, atoms 1 to 2: number 1, C, carries 0.1759; number 2, C, carries -0.6582


(3)
One molecule with the formula C22H30N2O, computed with ωB97M-V/def2-TZVPD.

Atoms and positions in Å:
C  -4.44360  -2.26770  -0.62810
H  -5.17363  -2.90981  -1.11505
H  -4.75982  -2.11426  0.40137
H  -3.48533  -2.78183  -0.62706
C  -4.34359  -0.93300  -1.38258
N  -3.35080  0.00036  -0.87891
C  -1.98887  -0.18786  -1.33083
C  -1.07341  -0.89604  -0.32902
N  -1.09967  -0.15118  0.91605
C  -2.44691  -0.18786  1.45476
H  -2.74189  -1.23273  1.66621
C  -3.48633  0.43656  0.50013
C  -3.58175  1.97637  0.62057
H  -4.48429  2.28675  0.09084
H  -3.71170  2.21845  1.67824
C  -2.42804  2.81883  0.06958
O  -1.20562  2.62696  0.72429
H  -1.01960  1.66433  0.72094
H  -2.32978  2.63982  -1.01095
H  -2.67796  3.87639  0.20748
H  -4.45724  0.08094  0.86208
H  -2.46173  0.36120  2.39969
C  -0.11713  -0.63340  1.87963
C  1.28494  -0.46474  1.36205
C  2.11594  -1.56138  1.17705
C  3.40414  -1.40070  0.70242
C  3.89073  -0.13553  0.38650
C  3.05149  0.96228  0.56733
C  1.76938  0.80228  1.05429
H  1.13599  1.66438  1.19675
H  3.41803  1.95378  0.34569
C  5.25851  0.03753  -0.12474
C  5.51815  0.91546  -1.17451
C  6.80383  1.07496  -1.65678
C  7.85193  0.36544  -1.09479
C  7.60575  -0.50747  -0.04831
C  6.31976  -0.67293  0.43120
H  6.13572  -1.34279  1.25881
H  8.42042  -1.06010  0.39720
H  8.85654  0.49233  -1.47058
H  6.98964  1.75454  -2.47599
H  4.70170  1.46010  -1.62619
H  4.03188  -2.26729  0.55296
H  1.75267  -2.55370  1.40743
H  -0.23863  -0.03898  2.79132
H  -0.29692  -1.69280  2.13561
H  -1.39378  -1.94163  -0.17217
H  -0.05206  -0.90483  -0.71646
H  -1.54667  0.79298  -1.53486
H  -2.00076  -0.74568  -2.26908
H  -4.04241  -1.15469  -2.41341
C  -5.71496  -0.25548  -1.45195
H  -5.62080  0.71177  -1.93746
H  -6.40225  -0.87130  -2.02641
H  -6.13921  -0.10708  -0.46227

Atoms 1-3, force components in eV/Å:
C 0.128 0.219 -0.257
H -0.102 -0.117 -0.005
H -0.038 0.005 0.140

frontier orbital gap	8.9628	eV
LUMO level	0.84	eV
E_HOMO	-8.127	eV
SMILES	CC(C)N1CCN(Cc2ccc(-c3ccccc3)cc2)C[C@H]1CCO
M	338.49	g/mol
DFT total energy	-28328.7663	eV

Atomic partial charges in e from the Mulliken method, atoms 1 to 2: number 1, C, carries -1.3115; number 2, H, carries 0.5155


(4)
One molecule with the formula C5H8, computed with ωB97M-V/def2-TZVPD.

Atoms and positions in Å:
C  -1.47202  -0.03892  -0.68411
C  -0.72459  0.61714  0.48321
C  0.43853  -0.20392  0.96727
C  1.58854  -0.35760  0.21385
C  2.32060  -0.18757  -0.85952
H  -0.77979  -0.23317  -1.51042
H  -1.91816  -0.99218  -0.38014
H  -2.27256  0.61272  -1.04866
H  -0.33181  1.58907  0.15310
H  -1.41316  0.79470  1.31750
H  0.32241  -0.78353  1.88115
H  1.21434  -1.46011  0.38554
H  3.02770  0.64336  -0.91878

Atoms 1-3, force components in eV/Å:
C -0.023 -0.035 -0.068
C -0.027 0.070 -0.004
C 0.015 -0.055 0.008

frontier orbital gap	8.0307	eV
LUMO level	0.15	eV
E_HOMO	-7.884	eV
M	68.12	g/mol
DFT total energy	-5309.3268	eV

Atomic partial charges in e from the Mulliken method, atoms 1 to 2: number 1, C, carries -1.1266; number 2, C, carries -0.3351


(5)
A 5-piece molecular cluster, H10O5 overall, computed with ωB97M-V/def2-TZVPD.

Atoms and positions in Å:
O  -10.25748  16.20967  -17.50790
H  -10.49544  15.53656  -18.16252
H  -11.08847  16.64137  -17.27800
O  -7.93430  18.30879  -17.53768
H  -7.66205  17.39168  -17.41740
H  -8.83444  18.24462  -17.88766
O  -8.03032  21.29303  -17.82666
H  -8.28178  21.69802  -16.98991
H  -8.15385  20.34008  -17.69241
O  -8.81519  14.64677  -19.54874
H  -8.29492  14.92847  -18.78613
H  -8.69154  13.69109  -19.59118
O  -6.68592  17.47063  -14.96674
H  -6.23611  18.09979  -15.54307
H  -7.57405  17.83189  -14.87124

Atoms 1-3, force components in eV/Å:
O -0.203 0.020 -0.091
H 0.200 0.148 -0.007
H 0.095 -0.087 0.027

frontier orbital gap	11.4019	eV
LUMO level	0.30	eV
E_HOMO	-11.105	eV
SMILES	O.O.O.O.O
M	90.07	g/mol
DFT total energy	-10399.8331	eV

Atomic partial charges in e from the Mulliken method, atoms 1 to 2: number 1, O, carries -0.6350; number 2, H, carries 0.3400


Question: The lowest DFT total energy belongs to which entry?
Answer: C15H14N3O4Ti


Question: Among the records above, which one has the highest M?
Answer: C15H14N3O4Ti